The following is a quantum chemistry calculation of the ion C2H4N3OS with charge +1 at a distorted geometry, from the Open Molecules 2025 dataset.

Computed properties:
- HOMO-LUMO gap (eV) = 9.5677
- HOMO level (hartree) = -0.533
- net charge = +1
- SMILES = CC#[N+]SNN=O
- electronic energy (eV) = -19479.109
- E_LUMO (eV) = -4.94

Each line ends with the Mulliken charge.
Geometry (Å):
C (1.1321, 0.1579, -1.4361)  -0.887
C (0.8871, -0.3464, -0.1380)  0.826
N (0.8999, -0.9860, 0.8623)  -0.178
S (-0.0739, -1.1823, 2.1223)  0.254
N (-1.3418, -0.0357, 1.5097)  -0.206
N (-1.1499, 0.3756, 0.3762)  0.306
O (-1.7652, 1.2618, -0.1590)  -0.455
H (1.8440, -0.3692, -2.0008)  0.369
H (1.6908, 1.1382, -1.4645)  0.317
H (0.0600, 0.2216, -1.7068)  0.322
H (-2.1830, -0.2355, 2.0346)  0.331